No. 1
27
Properties=species:S:1:pos:R:3:forces:R:3:mulliken_charge:R:1 method="wB97M-V/def2-TZVPD" gap_ev=8.16 e_tot_ev=-22447.649 e_lumo_ev=0.286 de_lowest_kj_mol=122.4 smiles=NCCNCCC[Si](O)(O)O homo_energy_ev=-7.9 charge=0 largest_force_ev_per_a=3.60
N -1.56084 -0.68529 -2.48528 -2.31 1.77 0.46 -0.557
C -0.49647 -1.52221 -2.15375 2.80 -1.86 -1.29 -0.578
C -0.55252 -2.17298 -0.79307 -0.21 -0.96 -0.11 -0.562
N -0.21503 -1.22225 0.22311 -0.73 2.36 1.89 -0.123
C 1.14856 -1.06540 0.74339 0.85 -1.61 -1.99 -0.671
C 1.33671 -0.25889 1.99639 -0.82 1.19 -0.41 -0.762
C 0.31189 0.89952 2.09483 1.79 1.24 -0.40 -0.639
Si 0.21734 1.92977 0.47776 -2.17 2.00 1.68 0.452
O 1.46659 2.04100 -0.55345 0.64 1.21 -1.28 -0.555
O -0.09953 3.45421 1.15709 -0.87 0.89 -1.03 -0.586
O -1.15928 1.50615 -0.38046 0.80 0.18 -0.62 -0.521
H -1.67838 -0.00268 -1.73055 0.19 0.17 -0.60 0.228
H -2.45795 -1.18545 -2.44800 0.55 -0.09 -0.29 0.293
H 0.50672 -1.00165 -2.27867 -1.14 -0.22 0.30 0.207
H -0.43985 -2.29851 -2.93451 -0.05 -0.04 0.16 0.367
H 0.02549 -3.14896 -0.78202 -0.25 1.29 0.34 0.356
H -1.61375 -2.45850 -0.61515 0.43 -0.13 -0.17 0.303
H -0.58298 -0.23734 -0.05384 0.61 -2.84 0.59 0.162
H 1.65534 -2.05750 0.84025 -0.74 0.41 0.22 0.462
H 1.71873 -0.64781 -0.07278 0.77 0.70 -0.30 0.327
H 1.20414 -0.89016 2.80446 -0.56 -1.37 1.87 0.442
H 2.36012 0.07365 2.12919 0.23 0.29 -0.53 0.317
H -0.63576 0.52181 2.47342 -0.24 0.13 -0.56 0.371
H 0.61966 1.71188 2.82284 -0.09 -1.04 -0.59 0.360
H 1.61988 2.85230 -1.14718 -0.61 -1.99 1.62 0.334
H -0.64706 4.19800 0.75538 1.27 -1.87 0.58 0.305
H -2.05176 1.66728 -0.08941 -0.13 0.20 0.45 0.267

=====

No. 2
152
Properties=species:S:1:pos:R:3:forces:R:3:mulliken_charge:R:1 method="wB97M-V/def2-TZVPD" gap_ev=8.60 e_tot_ev=-83922.720 e_lumo_ev=0.046 de_lowest_kj_mol=3516.3 homo_energy_ev=-8.6 charge=0 largest_force_ev_per_a=9.18
C -2.79487 1.68631 2.36751 -2.05 1.66 -1.70 0.577
C -3.21291 1.70915 0.88803 0.65 3.48 0.68 0.307
C -2.50926 2.99146 0.34030 -1.71 -0.30 0.88 0.304
O -1.72327 3.48714 1.43288 -3.85 -4.17 2.72 -0.142
C -2.28417 3.09521 2.65531 0.69 -3.07 1.57 -2.010
H -2.08774 0.87363 2.53368 0.02 2.18 -0.08 -1.142
H -3.69985 1.35468 2.87658 -0.10 1.95 -0.39 0.899
H -4.28683 1.73547 0.70331 -0.17 0.11 0.24 0.716
H -2.80375 0.80387 0.43952 -0.92 2.96 0.86 0.470
H -3.21872 3.78288 0.09859 -0.34 0.09 -0.24 0.668
H -1.88753 2.82795 -0.53994 -1.01 0.54 1.47 -1.309
H -2.97674 3.67428 3.26616 -0.37 0.84 -1.04 0.194
H -1.47481 2.87269 3.35067 0.56 0.76 0.06 0.578
C 1.30157 -1.98432 -1.84125 3.89 0.58 0.52 1.609
C 1.82483 -1.44239 -3.12683 -0.21 -0.78 -2.25 0.333
C 2.95335 -2.40102 -3.50067 -0.28 1.85 1.05 -0.864
O 3.56868 -2.58107 -2.21447 -0.04 -0.68 -0.37 -0.647
C 2.61541 -2.26814 -1.15803 1.34 -0.98 -1.46 1.056
H 0.76490 -2.92074 -1.99360 2.83 0.70 0.12 1.239
H 0.80932 -1.17272 -1.30545 -0.49 -1.21 0.17 -0.459
H 2.15571 -0.40554 -3.06705 0.08 -0.02 -0.05 0.438
H 1.03220 -1.54325 -3.86823 1.30 0.68 0.13 -0.150
H 3.66624 -1.94841 -4.18988 0.17 -0.05 0.12 0.415
H 2.50447 -3.24862 -4.01853 0.30 -0.78 0.54 0.321
H 2.96012 -1.36171 -0.66038 0.29 -0.33 -0.12 -1.692
H 2.59365 -3.14268 -0.50780 0.11 0.43 -0.85 -0.549
C -0.70100 -3.26352 -0.43085 -0.44 -0.38 -0.82 -0.324
C -0.38263 -2.83740 0.95559 -0.07 0.14 -2.57 0.367
C -0.63037 -4.06710 1.76502 -0.53 -0.96 -0.10 -0.171
O -0.68749 -5.18838 0.81166 0.14 -0.17 1.65 -0.554
C -0.26506 -4.71563 -0.41520 -0.44 0.52 -1.11 -1.014
H -0.17589 -2.80147 -1.26684 -2.12 -0.08 3.18 -2.872
H -1.76747 -3.07904 -0.56011 -0.22 -0.87 -0.59 0.888
H -0.95303 -1.94536 1.21444 1.22 -1.64 -1.19 1.806
H 0.67804 -2.59246 1.01094 -3.38 -0.94 -1.40 0.315
H -1.55379 -4.02709 2.34277 0.82 -1.44 -1.11 0.269
H 0.14112 -4.10370 2.53415 0.48 -0.88 -0.04 0.331
H -0.67331 -5.23446 -1.28252 -0.50 -0.63 0.31 0.550
H 0.81428 -4.80403 -0.53899 0.30 0.18 0.10 0.335
C -0.47563 5.76810 -0.65206 1.33 -0.26 0.07 -0.656
C 0.58320 5.30342 -1.62956 0.81 0.70 -0.37 -0.868
C 0.77605 3.79735 -1.41771 -0.80 0.40 1.75 -0.465
O 0.05697 3.48670 -0.18569 0.02 2.90 0.60 -0.081
C -0.29455 4.74127 0.48119 1.42 2.91 -2.01 -0.613
H -1.43075 5.76980 -1.17726 -0.33 -0.24 0.56 0.203
H -0.25730 6.81033 -0.41928 -0.14 -0.06 0.49 0.466
H 1.53486 5.74628 -1.33576 0.02 0.23 -0.09 0.493
H 0.32805 5.74358 -2.59354 0.33 -0.75 -0.48 0.318
H 1.78920 3.59923 -1.06788 0.42 -0.13 -1.37 0.375
H 0.28738 3.12497 -2.12284 1.34 0.35 0.04 -0.194
H 0.50354 4.95541 1.19203 0.27 0.47 -0.13 0.611
H -1.22750 4.61382 1.03026 1.89 2.19 -0.96 0.192
C -0.87064 -2.29607 -3.29986 -1.00 -1.02 -0.88 0.271
C -0.49685 -2.63545 -4.72189 -1.86 -1.19 -2.17 -1.057
C -0.67808 -1.33201 -5.53578 1.62 -0.02 0.25 -0.625
O -0.39421 -0.35403 -4.56568 0.32 0.16 -0.09 -0.437
C -0.78001 -0.79493 -3.27608 -0.63 -1.56 -1.31 0.209
H -0.25077 -2.80594 -2.56237 -2.07 0.46 -2.52 -0.974
H -1.88666 -2.63805 -3.10279 -0.19 0.08 0.00 1.390
H -1.26890 -3.30117 -5.10770 0.23 -0.53 -0.09 0.475
H 0.45365 -3.14800 -4.87007 0.02 0.31 0.04 0.171
H -1.59643 -1.13073 -6.08735 -0.78 -0.46 0.65 0.402
H 0.05975 -1.14395 -6.31574 0.39 -0.52 -0.04 0.382
H -1.75477 -0.33835 -3.10445 1.72 -1.02 -2.26 0.662
H -0.07112 -0.57215 -2.47862 -0.66 1.10 -1.02 2.014
C -1.16135 3.36773 -3.71269 1.56 1.62 -2.29 -1.506
C -2.09442 3.57257 -2.60342 -0.81 -0.73 -0.06 0.017
C -2.70558 2.15310 -2.63995 0.79 3.26 -0.37 -0.720
O -1.56354 1.28851 -2.81392 -2.63 3.57 -1.52 -0.476
C -0.66003 1.93736 -3.67886 -0.60 0.91 -0.60 -1.098
H -0.30273 4.03912 -3.70239 -0.22 0.24 -0.31 0.455
H -1.70870 3.53706 -4.63997 0.22 -0.07 -0.28 0.315
H -2.91368 4.27796 -2.74254 0.31 0.35 -0.20 0.722
H -1.51040 3.84519 -1.72439 -0.79 -0.37 -0.15 0.242
H -3.39885 2.06173 -3.47609 -0.06 -0.03 -0.15 0.630
H -3.28070 2.05659 -1.71907 -0.02 0.59 -0.40 0.510
H -0.70035 1.50271 -4.67764 0.18 0.39 0.43 0.569
H 0.32349 1.76978 -3.23986 0.18 0.11 -0.35 0.244
C 3.92429 0.84037 1.34425 1.72 0.14 0.13 0.760
C 5.07336 1.82314 1.65765 0.07 -1.00 1.37 -0.593
C 5.83210 1.93069 0.35993 0.34 1.91 1.31 -0.960
O 4.78353 1.98443 -0.59231 -0.37 -1.09 -0.20 -0.643
C 3.79553 0.97309 -0.17101 0.80 0.41 -0.03 1.524
H 3.10750 0.88571 2.06459 0.45 1.01 -1.74 -0.434
H 4.28483 -0.17487 1.50975 0.56 0.43 -0.14 0.169
H 5.63721 1.42178 2.49972 0.43 -0.09 -0.07 0.402
H 4.75200 2.79297 2.03745 -0.37 0.15 -0.47 0.371
H 6.73819 1.32863 0.29185 -0.75 -1.71 -0.77 0.289
H 6.40896 2.85461 0.40127 -0.67 0.87 -0.54 0.511
H 4.06307 0.03001 -0.64758 0.28 0.04 -0.09 -0.338
H 2.75811 1.16771 -0.44300 3.45 0.97 -0.36 -2.080
C -4.80433 -1.19424 -0.60198 -0.22 -0.78 -0.74 -0.726
C -4.15274 -0.71203 -1.90868 -0.30 -1.09 -0.32 -1.303
C -2.81059 -0.16551 -1.51100 -2.39 0.26 1.36 0.559
O -2.72929 -0.30987 -0.10369 -3.84 -7.21 -4.18 0.422
C -3.62302 -1.36833 0.34682 -2.24 -0.55 -2.64 -0.589
H -5.36386 -2.10264 -0.82519 0.11 -0.23 0.39 0.450
H -5.55798 -0.47789 -0.27495 0.30 0.19 0.31 0.318
H -4.85294 -0.04077 -2.40590 0.35 0.31 -0.20 0.321
H -3.87634 -1.49901 -2.61038 -0.86 -0.50 -0.08 0.392
H -2.92618 0.90171 -1.70015 0.67 -3.06 1.70 -1.044
H -1.99248 -0.59685 -2.08785 -1.46 -0.54 2.97 -1.158
H -3.80320 -1.22079 1.41166 -2.00 -0.92 -1.36 0.358
H -3.09447 -2.30847 0.18908 -0.34 -0.03 0.28 0.606
O -2.46328 -3.88442 4.07727 -0.52 4.90 -1.25 -0.684
C -2.58379 -2.68896 3.65197 -0.83 -6.25 1.87 0.582
O -2.02300 -2.34898 2.46605 -3.36 2.42 3.26 -0.585
C -2.14468 -0.93359 2.35442 0.34 1.19 2.23 -1.428
C -2.75151 -0.45408 3.65094 -0.15 1.63 2.55 -0.396
C -3.42935 -1.59240 4.26831 0.51 -2.08 -0.10 -0.906
H -2.81999 -0.59999 1.56653 2.25 0.04 2.65 0.306
H -1.18225 -0.50321 2.07763 -1.03 -1.14 2.08 0.017
H -3.34637 0.45371 3.55015 -0.37 -2.80 0.89 -0.110
H -2.07490 0.02138 4.36104 0.97 -0.57 0.09 0.632
H -4.44475 -1.70298 3.88773 -0.17 -0.26 0.09 0.287
H -3.41392 -1.75036 5.34669 -0.07 0.41 -0.10 0.402
O 1.51560 2.20949 6.21293 -0.52 0.00 -0.36 -0.636
C 1.51617 1.38097 5.34020 3.04 1.42 0.68 0.126
O 0.65846 0.39131 5.27553 -1.54 0.13 0.50 -0.469
C 0.95148 -0.51790 4.22217 1.33 1.05 1.08 0.526
C 1.96230 0.22934 3.37549 1.11 -0.21 0.25 0.578
C 2.69332 1.16115 4.28105 -2.68 0.52 1.38 -0.686
H 0.05653 -0.77285 3.65459 0.32 -0.14 1.70 -0.485
H 1.56821 -1.27468 4.70695 -0.83 -1.02 -0.16 0.267
H 1.50976 0.64492 2.47515 0.70 0.84 1.38 0.389
H 2.81010 -0.41675 3.14768 -1.89 0.18 -0.36 -0.784
H 3.06498 2.04128 3.75634 0.05 0.09 0.71 0.320
H 3.45079 0.56595 4.79104 0.32 0.54 0.23 0.329
O 0.61135 -1.02643 2.09165 -1.08 4.65 -3.20 -0.644
C 0.57564 -0.28713 1.10865 -5.61 -0.55 1.41 -0.785
O 1.51913 0.10382 0.37808 2.88 -1.09 0.02 0.723
C 1.13671 0.95907 -0.65369 -2.31 2.20 -1.03 0.371
C -0.40380 1.11053 -0.64622 0.62 -3.67 0.11 0.923
C -0.73071 0.32540 0.60962 4.25 1.80 1.22 -0.126
H 1.57454 0.53339 -1.55658 -0.24 0.46 -0.11 -0.726
H 1.61404 1.90377 -0.39331 -0.90 0.01 -0.45 0.659
H -0.82864 0.48053 -1.42770 1.04 0.77 0.89 0.153
H -0.85497 2.10108 -0.70423 1.56 -1.65 -0.01 0.291
H -1.55261 -0.39024 0.58869 3.07 0.98 -0.65 0.749
H -0.95072 1.04774 1.39570 0.19 0.04 -0.11 0.002
O 3.85999 -5.38423 0.92354 -0.88 1.38 0.56 -0.671
C 3.44429 -4.27070 1.19174 1.46 -2.53 -1.49 0.515
O 2.11825 -3.96579 1.16639 1.99 1.18 0.72 -0.655
C 2.08610 -2.53147 1.46948 2.34 -1.17 3.06 0.925
C 3.34550 -2.24075 2.28164 0.92 -0.66 -0.48 -1.073
C 4.35447 -3.08349 1.50258 -1.37 -0.04 1.27 -0.486
H 1.26395 -2.24839 2.12678 2.02 -2.27 0.06 -0.117
H 2.00145 -1.93804 0.55911 0.36 -0.48 1.27 -0.966
H 3.29183 -2.64123 3.29399 -0.47 -0.13 0.12 0.443
H 3.55497 -1.17730 2.39700 0.42 -1.46 -0.74 1.068
H 5.12722 -3.47835 2.16215 0.56 0.33 -0.75 0.472
H 4.59587 -2.51723 0.60304 0.72 -0.56 -0.08 0.128

=====

No. 3
16
Properties=species:S:1:pos:R:3:forces:R:3:mulliken_charge:R:1 method="wB97M-V/def2-TZVPD" gap_ev=8.99 e_tot_ev=-8867.722 e_lumo_ev=0.939 de_lowest_kj_mol=143.8 smiles="C=C(N)CCC=O" homo_energy_ev=-8.1 charge=0 largest_force_ev_per_a=0.93
C 0.61964 -0.30420 -2.33098 0.01 0.72 -0.21 -1.130
C 0.01150 0.46987 -1.42321 -0.37 -0.85 0.08 0.761
N -0.21791 1.80893 -1.56960 0.11 0.60 -0.02 -0.426
C -0.48410 -0.11824 -0.12862 -0.12 0.01 0.62 -0.960
C 0.59862 -0.10470 0.96109 -0.21 -0.34 -0.50 -0.403
C 0.19805 -0.87576 2.18250 -0.63 0.01 0.06 0.005
O -0.94158 -1.18961 2.43189 0.26 0.04 -0.09 -0.480
H 0.95341 0.15638 -3.25848 0.10 -0.31 0.06 0.266
H 0.78449 -1.35360 -2.15761 -0.02 -0.07 -0.02 0.294
H 0.05105 2.30043 -2.40318 0.01 -0.12 0.03 0.176
H -0.78136 2.31182 -0.91230 -0.05 -0.09 0.02 0.191
H -0.82232 -1.14347 -0.25634 0.28 -0.17 -0.27 0.366
H -1.38956 0.35760 0.24538 0.01 0.43 -0.08 0.374
H 0.88658 0.90410 1.26285 0.04 0.09 0.01 0.274
H 1.48210 -0.57325 0.52779 0.29 0.03 0.17 0.318
H 0.99771 -1.16520 2.87661 0.29 0.02 0.14 0.374

=====

No. 4
60
Properties=species:S:1:pos:R:3:forces:R:3:mulliken_charge:R:1 method="wB97M-V/def2-TZVPD" gap_ev=10.42 e_tot_ev=-71710.523 e_lumo_ev=2.336 de_lowest_kj_mol=0.0 homo_energy_ev=-8.1 charge=-1 largest_force_ev_per_a=2.50
B -0.73065 -0.14181 0.91809 0.32 -0.25 1.85 0.810
F 0.43365 -0.58568 0.26035 -0.09 0.07 -0.29 -0.140
F -0.68516 1.25669 1.08915 -0.22 -0.33 -0.51 -0.391
F -1.90640 -0.62755 0.36344 0.23 0.26 -0.46 -0.420
F -0.63401 -0.69472 2.25298 -0.16 0.02 -0.33 -0.625
O 5.58164 -2.95498 -1.84147 -0.27 -1.13 -0.80 -0.644
S 4.50219 -3.73114 -2.42818 -1.16 1.89 0.93 1.171
O 4.61573 -5.04293 -2.96994 0.48 0.09 0.23 -0.607
O 3.36220 -3.83436 -1.27791 0.76 -0.71 -0.61 -0.326
C 3.08143 -2.67542 -0.48706 -0.16 1.25 0.18 0.057
C 2.66888 -3.03810 0.93111 0.43 -0.65 -0.11 -1.169
C 3.67484 -2.62415 -3.60563 0.59 -0.35 1.50 -0.710
H 2.29795 -2.11035 -0.99627 -0.18 -0.14 0.06 0.083
H 3.95435 -2.02396 -0.46428 0.15 -0.09 -0.06 0.574
H 2.26003 -4.04825 0.89412 -0.21 0.08 0.25 0.345
H 1.95651 -2.35986 1.39084 -0.19 0.04 -0.43 -0.007
H 3.53068 -3.04275 1.60149 0.10 -0.20 -0.12 0.399
H 2.85201 -3.17148 -4.04946 0.11 0.09 -0.38 0.195
H 4.44639 -2.17793 -4.22435 -0.14 -0.33 -0.44 0.405
H 3.32046 -1.83720 -2.93968 -0.25 0.07 -0.22 0.225
O -4.72370 5.62779 -0.63520 1.11 -0.30 -0.02 -0.646
S -3.44984 4.94352 -0.51565 -0.07 0.06 0.04 1.198
O -2.76309 4.42994 -1.66086 -0.27 0.53 0.40 -0.577
O -2.37416 5.90791 0.24787 -1.04 -0.28 -0.92 -0.297
C -2.90468 6.77994 1.26322 -0.80 -0.59 1.14 -0.179
C -2.12253 8.05576 1.25486 1.02 0.33 -0.83 -1.231
C -3.64908 3.63398 0.65192 0.54 0.00 0.75 -0.940
H -2.87372 6.18463 2.18514 0.38 0.44 0.18 0.299
H -3.97165 6.97411 1.12475 0.15 0.02 -0.48 0.366
H -1.05717 7.88920 1.43302 -0.08 -0.19 0.06 0.303
H -2.41386 8.86870 1.91580 -0.51 -0.35 0.23 0.369
H -2.18667 8.43390 0.22931 0.00 0.15 0.11 0.292
H -2.68319 3.40624 1.10618 0.12 0.01 -0.30 0.270
H -4.00304 2.72811 0.16975 -0.22 0.17 -0.18 0.408
H -4.29587 3.96927 1.46032 -0.26 -0.04 -0.20 0.372
O 0.45647 0.76736 4.30987 -0.12 0.05 -0.17 -0.716
H 1.32660 0.75915 3.89434 0.08 -0.02 0.01 0.350
H -0.11195 0.49854 3.56702 0.10 0.03 0.38 0.358
O 2.61754 0.09887 2.39738 0.18 -0.01 -0.21 -0.612
H 2.24151 0.06613 1.50525 -0.15 0.00 0.16 0.241
H 3.57212 0.11623 2.26932 -0.09 0.01 0.01 0.287
O -2.71976 -2.80974 2.61766 0.08 -0.14 0.08 -0.701
H -1.85034 -2.95417 3.02890 -0.23 0.05 -0.19 0.378
H -2.57321 -2.08610 1.99787 0.09 0.02 0.08 0.305
O 0.18526 -3.15044 3.25978 0.22 0.30 0.02 -0.664
H 0.27875 -2.20100 3.05704 -0.19 -0.24 0.02 0.351
H 0.89446 -3.33846 3.88273 -0.11 0.00 0.01 0.308
O 0.00635 1.35467 -1.64246 0.17 0.28 -0.14 -0.677
H 0.09714 1.43369 -0.67897 -0.13 0.05 -0.41 0.330
H -0.33849 0.46909 -1.77723 0.01 -0.01 0.11 0.278
C -1.54554 -2.60625 -2.75976 0.24 -0.02 1.23 -0.370
C -0.43982 -2.88426 -1.73824 0.20 2.49 -0.23 0.622
O 0.54211 -3.49900 -2.55441 0.17 -1.27 -0.27 -0.161
C -0.10005 -4.16283 -3.56302 0.25 0.73 0.81 0.544
O 0.38619 -4.97105 -4.27817 0.24 -0.20 -0.25 -0.538
O -1.36200 -3.72491 -3.62855 -1.25 0.00 -0.61 -0.390
H -1.43437 -1.66196 -3.29390 0.43 -0.14 -0.24 0.283
H -2.51404 -2.52748 -2.26701 -0.18 -0.74 -0.34 0.335
H -0.72777 -3.41770 -0.83374 0.00 -0.56 -0.32 0.246
H 0.00236 -1.93544 -1.41947 -0.17 -0.27 0.22 -0.621